This record from the OMol25 dataset describes a cluster of 2 separate species, C4H11N3O2 in total at a distorted geometry. The level of theory is wB97M-V/def2-TZVPD.

XYZ file:
```
20
Properties=species:S:1:pos:R:3:forces:R:3
H -1.939 -0.349 0.595 -0.21 0.07 0.09
N -1.220 0.030 -0.012 0.02 0.38 0.21
C -0.696 -0.923 -0.666 -0.15 -0.61 -0.16
N 0.482 -0.762 -1.389 0.53 -0.73 0.47
N -1.222 -2.216 -0.683 -0.01 0.31 -0.47
C -2.637 -2.419 -0.942 0.12 -0.44 0.87
H 0.442 -0.640 -2.384 -0.18 -0.12 -0.07
H 1.154 -0.182 -0.925 0.03 0.68 -0.15
H -0.599 -2.963 -0.934 0.10 0.23 -0.31
H -2.774 -3.318 -1.534 0.00 0.06 -0.45
H -3.069 -1.541 -1.414 -0.07 -0.06 -0.12
H -3.176 -2.639 -0.018 -0.20 0.27 0.11
C 1.655 3.079 1.553 -0.39 0.27 0.10
C 1.951 1.875 0.737 0.18 -0.93 0.26
O 2.040 1.809 -0.449 0.23 0.31 -0.29
O 2.021 0.723 1.504 -0.18 0.11 0.58
H 2.478 3.339 2.219 0.20 -0.02 -0.22
H 0.826 2.855 2.219 -0.19 -0.09 -0.04
H 1.386 3.898 0.896 0.11 0.17 0.05
H 2.898 0.342 1.625 0.04 0.14 -0.46
```
Forces are in eV/Å.

As for the SMILES: [H]/N=C(/N)NC.CC(=O)O. Its highest occupied orbital energy is -8.55 eV. The energy relative to the best compared isomer or geometry (same formula, charge and spin) is 1.3342 eV. The calculation puts the gap between HOMO and LUMO at 0.34116 hartree.